w:
ORCA calculation (the ωB97M-V functional and the def2-TZVPD basis) on a 2-piece molecular cluster, C4H7NO4 overall.

```
! wB97M-V def2-TZVPD RIJCOSX def2/J DEFGRID3
* xyz 0 1
C -1.44 1.15 -1.36
C 2.85 -0.11 -0.74
C -0.91 -0.47 0.26
C -1.11 -0.63 1.81
N -0.15 -1.34 -0.49
O -0.02 -2.48 -0.15
O 0.46 -0.82 -1.44
O -1.44 0.63 -0.15
O 2.48 0.67 0.04
H -2.15 1.96 -1.47
H -0.83 0.66 -2.20
H 2.26 -1.00 -0.92
H 3.77 0.21 -1.32
H -2.00 -1.26 1.98
H -1.26 0.33 2.31
H -0.22 -1.08 2.27
*
```

Its HOMO energy (spin up / spin down) is -8.64 / -8.50 eV. The LUMO energy (spin up / spin down) comes out at -1.0 / -0.4 eV.

***

x:
ORCA calculation (the ωB97M-V functional and the def2-TZVPD basis) on a 2-piece molecular cluster, C4H7NO4 overall.

```
! wB97M-V def2-TZVPD RIJCOSX def2/J DEFGRID3
* xyz 0 1
C 1.36 1.93 -0.38
C 1.68 0.70 0.44
C 0.49 0.05 1.18
O 0.52 -0.20 2.39
C -0.49 -0.92 0.35
O -0.86 0.36 0.56
O -3.13 -3.02 -0.61
N -3.06 -2.01 -1.32
O -3.80 -1.72 -2.27
H 2.28 2.45 -0.67
H 0.82 1.67 -1.29
H 0.76 2.62 0.22
H 2.18 -0.07 -0.15
H 2.39 0.98 1.22
H -0.22 -1.15 -0.68
H -0.91 -1.68 1.00
*
```

Its HOMO energy (spin up / spin down) is -10.47 / -9.67 eV. The LUMO energy (spin up / spin down) comes out at -1.6 / -2.9 eV.

***

x (0.716 eV below the next structure)

***

w:
ORCA calculation (the ωB97M-V functional and the def2-TZVPD basis) on C3H3IO2 as an isolated structure.

```
! wB97M-V def2-TZVPD RIJCOSX def2/J DEFGRID3
* xyz 0 1
C -1.13 -0.03 1.76
C 1.45 -0.73 -1.32
C -1.18 0.49 0.55
O -1.15 -0.44 2.85
O 0.36 -0.28 -1.60
I -1.06 2.64 0.67
H 2.02 -1.60 -1.83
H 2.23 -0.21 -0.71
H -1.55 0.16 -0.38
*
```

Its HOMO energy is -8.70 eV. The LUMO energy comes out at -0.5 eV.

***

x:
ORCA calculation (the ωB97M-V functional and the def2-TZVPD basis) on a 2-piece molecular cluster, C3H3IO2 overall.

```
! wB97M-V def2-TZVPD RIJCOSX def2/J DEFGRID3
* xyz 0 1
C 0.94 0.79 -0.47
C -0.89 -1.04 -1.27
C -0.07 0.20 -1.01
O 1.82 1.26 0.14
O -0.64 0.01 -2.27
I 1.99 2.88 3.20
H -0.58 -2.00 -1.48
H -1.73 -0.91 -0.75
H 3.26 1.83 3.44
*
```

Its HOMO energy is -8.75 eV. The SMILES is O=C=C1CO1.I. The LUMO energy comes out at 0.1 eV.

***

y:
ORCA calculation (the ωB97M-V functional and the def2-TZVPD basis) on a 2-piece molecular cluster, C3H3IO2 overall.

```
! wB97M-V def2-TZVPD RIJCOSX def2/J DEFGRID3
* xyz 0 1
C 2.92 1.54 -0.16
C -0.16 -0.55 0.27
C 0.26 0.55 -0.68
O 3.46 2.60 -0.02
O 0.77 -0.61 -0.93
I 3.66 -0.43 0.05
H 0.41 -0.34 1.26
H -0.96 -1.33 0.18
H 1.95 1.49 -0.37
*
```

Its HOMO energy is -9.74 eV. The LUMO energy comes out at 0.0 eV.

***

w (1.541 eV below the next structure)

***

w:
ORCA calculation (the ωB97M-V functional and the def2-TZVPD basis) on CH3I3Si as an isolated structure.

```
! wB97M-V def2-TZVPD RIJCOSX def2/J DEFGRID3
* xyz 0 1
C -1.88 1.35 0.31
Si 1.43 -0.36 0.22
I -2.48 -0.38 1.35
I -2.26 1.23 -1.77
I 0.34 -2.06 -1.24
H 0.41 -0.19 1.32
H 1.56 0.91 -0.52
H 2.89 -0.51 0.34
*
```

Its HOMO energy is -8.98 eV. The LUMO energy comes out at -1.7 eV.

***

x:
ORCA calculation (the ωB97M-V functional and the def2-TZVPD basis) on a 2-piece molecular cluster, CH3I3Si overall.

```
! wB97M-V def2-TZVPD RIJCOSX def2/J DEFGRID3
* xyz 0 1
C -1.23 -0.06 -0.03
Si 0.61 0.31 -0.05
I 1.57 1.62 1.76
I 2.32 -2.68 0.36
I 1.64 1.05 -2.10
H -1.60 0.04 1.08
H -1.79 0.71 -0.58
H -1.54 -1.00 -0.45
*
```

Its HOMO energy is -8.52 eV. The LUMO energy comes out at -2.0 eV.

***

x (4.874 eV below the next structure)

***

w:
ORCA calculation (the ωB97M-V functional and the def2-TZVPD basis) on an isolated ion of composition C6H6N and charge +1.

```
! wB97M-V def2-TZVPD RIJCOSX def2/J DEFGRID3
* xyz 1 1
C -0.42 0.09 1.77
C 1.11 1.78 -0.01
C 0.98 0.85 -0.84
C 0.42 -0.31 -1.49
C -0.35 -1.17 -0.45
C 0.30 1.44 1.16
N -0.53 -0.77 0.88
H -0.73 0.19 2.76
H -0.31 -0.03 -2.15
H 1.11 -0.96 -1.80
H -1.43 -1.36 -0.72
H 0.24 -2.09 -0.26
H -0.40 2.35 1.15
*
```

Its HOMO energy (spin up / spin down) is -14.38 / -14.38 eV. The LUMO energy (spin up / spin down) comes out at -6.6 / -6.6 eV.

***

x:
ORCA calculation (the ωB97M-V functional and the def2-TZVPD basis) on an isolated ion of composition C6H6N and charge +1.

```
! wB97M-V def2-TZVPD RIJCOSX def2/J DEFGRID3
* xyz 1 1
C -1.31 -0.60 0.19
C -1.41 0.81 0.12
C 1.60 0.23 0.31
C -0.14 -1.30 -0.23
C -0.29 1.57 -0.40
C 1.18 -0.98 -0.18
N 0.86 1.29 -0.04
H -1.86 -1.27 0.90
H -2.35 1.41 0.41
H 2.49 0.43 0.95
H -0.31 -2.25 -0.63
H -0.39 2.45 -1.06
H 1.93 -1.79 -0.34
*
```

Its HOMO energy is -14.99 eV. The SMILES is C1=CC=[N+]=CC=C1. The LUMO energy comes out at -5.9 eV.

***

y:
ORCA calculation (the ωB97M-V functional and the def2-TZVPD basis) on a 2-piece molecular cluster, C6H6N overall.

```
! wB97M-V def2-TZVPD RIJCOSX def2/J DEFGRID3
* xyz 1 1
C -0.04 2.49 2.30
C 0.27 1.23 2.73
C -1.56 0.76 -0.35
C -0.04 -0.64 -1.83
C -0.44 1.40 1.56
C 0.34 -2.05 -1.66
N -0.85 0.06 -1.04
H -0.11 3.44 2.75
H 0.91 0.61 3.29
H 0.46 -0.11 -2.64
H 0.10 -2.50 -0.66
H 1.33 -2.29 -2.04
H -0.37 -2.40 -2.42
*
```

Its HOMO energy (spin up / spin down) is -13.06 / -13.06 eV. The LUMO energy (spin up / spin down) comes out at -5.9 / -5.9 eV.

***

z:
ORCA calculation (the ωB97M-V functional and the def2-TZVPD basis) on an isolated ion of composition C6H6N and charge +1.

```
! wB97M-V def2-TZVPD RIJCOSX def2/J DEFGRID3
* xyz 1 1
C 1.27 1.89 1.44
C 1.51 0.62 1.09
C -0.74 0.56 0.35
C -0.24 -0.16 -0.82
C 0.26 1.67 0.37
C 0.93 0.54 -0.27
N -0.70 -1.71 -0.88
H 1.46 2.58 2.20
H -0.91 0.02 1.30
H -0.47 0.24 -1.80
H 0.14 -2.31 -0.86
H -1.08 -1.85 -1.81
H -1.44 -2.09 -0.30
*
```

Its HOMO energy (spin up / spin down) is -12.61 / -12.61 eV. The SMILES is [NH3+][C@H]1[C@H]2[C@@]13C1=C[C@@]123. The LUMO energy (spin up / spin down) comes out at -4.5 / -4.5 eV.

***

x (4.774 eV below the next structure)

***

w:
ORCA calculation (the ωB97M-V functional and the def2-TZVPD basis) on a 2-piece molecular cluster, CH4O3 overall.

```
! wB97M-V def2-TZVPD RIJCOSX def2/J DEFGRID3
* xyz 0 1
O 1.50 -0.22 -0.44
C 0.98 0.47 0.43
O -0.13 0.21 1.24
H 1.57 1.30 0.74
H -1.01 -0.02 0.79
H -1.20 -0.07 -1.72
H -2.42 -0.97 -1.33
O -1.72 -0.37 -0.94
*
```

Its HOMO energy is -10.57 eV. The SMILES is O=CO.O. The LUMO energy comes out at 0.4 eV.

***

x:
ORCA calculation (the ωB97M-V functional and the def2-TZVPD basis) on one molecule with the formula CH4O3.

```
! wB97M-V def2-TZVPD RIJCOSX def2/J DEFGRID3
* xyz 0 1
C -0.16 0.04 -0.37
O 0.73 1.04 0.05
O 0.28 -1.24 0.03
O -1.49 0.12 0.00
H -0.34 -0.08 -1.48
H 1.22 0.82 0.82
H 1.27 -1.10 0.02
H -1.51 0.39 0.94
*
```

Its HOMO energy is -11.03 eV. The SMILES is OC(O)O. The LUMO energy comes out at 0.5 eV.

***

y:
ORCA calculation (the ωB97M-V functional and the def2-TZVPD basis) on a 2-piece molecular cluster, CH4O3 overall.

```
! wB97M-V def2-TZVPD RIJCOSX def2/J DEFGRID3
* xyz 0 1
C -1.58 0.05 0.18
O -0.73 1.02 0.20
O -1.31 -1.12 0.05
O 1.93 -0.27 0.15
H -2.57 0.36 0.30
H 0.10 0.66 0.04
H 2.51 0.22 -0.39
H 1.64 -0.92 -0.52
*
```

Its HOMO energy is -10.66 eV. The SMILES is O=CO.O. The LUMO energy comes out at 0.5 eV.

***

z:
ORCA calculation (the ωB97M-V functional and the def2-TZVPD basis) on a 2-piece molecular cluster, CH4O3 overall.

```
! wB97M-V def2-TZVPD RIJCOSX def2/J DEFGRID3
* xyz 0 1
C -0.86 -0.47 -0.90
O -1.25 -0.81 0.27
O 0.01 -0.99 -1.50
O 1.22 0.72 0.79
H -1.52 0.35 -1.34
H -0.53 -1.27 0.63
H 2.17 0.96 1.00
H 0.77 1.52 1.04
*
```

Its HOMO energy is -10.50 eV. The SMILES is O=CO.O. The LUMO energy comes out at 0.6 eV.

***

y (0.295 eV below the next structure)

***

w:
ORCA calculation (the ωB97M-V functional and the def2-TZVPD basis) on one molecule with the formula C12H15N.

```
! wB97M-V def2-TZVPD RIJCOSX def2/J DEFGRID3
* xyz 0 1
C -0.83 1.38 0.84
C 0.36 1.93 -0.21
C 1.11 0.69 -0.58
C 1.96 0.05 0.55
C 1.03 -0.44 1.72
C -0.47 -0.11 1.24
C -0.66 -0.79 -0.06
C -1.41 -1.85 -0.40
C -1.51 -2.46 -1.60
C -0.64 -1.94 -2.64
C 0.17 -0.89 -2.31
C 0.15 -0.27 -1.04
H -0.68 3.22 1.75
H -1.72 2.10 2.60
H -1.78 1.28 0.31
H 0.83 2.80 0.37
H -0.12 2.30 -1.04
H 1.82 1.03 -1.43
H 2.65 0.76 0.87
H 2.50 -0.81 0.10
H 1.40 0.22 2.58
H 1.07 -1.44 2.17
H -1.04 -0.38 2.16
H -1.89 -2.46 0.41
H -2.00 -3.40 -1.70
H -0.45 -2.19 -3.74
H 0.94 -0.52 -3.05
N -0.78 2.18 2.12
*
```

Its HOMO energy is -8.80 eV. The SMILES is N[C@H]1C[C@H]2CC[C@@H]1c1ccccc12. The LUMO energy comes out at 0.9 eV.

***

x:
ORCA calculation (the ωB97M-V functional and the def2-TZVPD basis) on a 2-piece molecular cluster, C12H15N overall.

```
! wB97M-V def2-TZVPD RIJCOSX def2/J DEFGRID3
* xyz 0 1
C 1.28 2.11 -0.69
C -3.72 0.24 -0.31
C -3.01 1.27 0.28
C -3.03 -0.87 -0.67
C -1.62 1.20 0.53
C -1.68 -0.97 -0.46
C -0.91 0.01 0.21
C 1.40 -0.39 -1.78
C 2.88 -0.99 0.34
C 0.97 0.25 1.98
C 1.48 -0.96 -0.28
C 0.52 -0.17 0.57
N 1.67 3.21 -0.75
H -4.73 0.17 -0.52
H -3.47 2.11 0.54
H -3.69 -1.60 -1.15
H -1.32 2.12 1.03
H -1.22 -1.81 -0.66
H 0.44 -0.38 -2.17
H 1.81 0.54 -1.90
H 1.82 -1.17 -2.37
H 2.97 -1.57 1.18
H 3.55 -1.41 -0.44
H 3.05 0.09 0.61
H 1.49 -0.52 2.38
H 0.17 0.37 2.55
H 1.67 1.11 2.10
H 1.22 -1.97 -0.17
*
```

Its HOMO energy (spin up / spin down) is -8.77 / -8.77 eV. The LUMO energy (spin up / spin down) comes out at -1.8 / -1.8 eV.

***

w (3.748 eV below the next structure)